(1)
C41H42Br2N5OPSSc as an isolated structure in a non-equilibrium geometry. Source: OMol25; level of theory: wB97M-V/def2-TZVPD.

Calculated values
Kohn-Sham gap (spin up / spin down): 0.2299 / 0.0918 hartree
LUMO (spin up / spin down): -3.43 / -5.11 eV

ORCA input file:
```
! wB97M-V def2-TZVPD RIJCOSX def2/J DEFGRID3
* xyz 1 1
Sc -0.615 2.128 0.965
C 3.677 4.805 3.548
C 2.431 4.096 3.965
C 1.976 3.915 5.350
C 0.736 3.411 5.574
C 0.014 2.922 4.421
Br -1.728 2.618 5.012
N 0.491 2.851 3.219
C 1.635 3.597 2.940
H 4.152 5.310 4.401
H 3.422 5.629 2.859
H 4.316 4.089 3.031
H 2.627 4.301 6.149
H 0.444 3.301 6.618
H 1.869 3.892 1.919
O -1.270 3.913 1.154
N -0.491 2.145 -1.212
C -0.943 3.263 -1.767
C -0.683 3.387 -3.126
C -0.847 4.547 -3.960
C -1.065 4.376 -5.314
C -0.930 3.086 -5.897
C -0.399 2.035 -5.209
C -0.364 2.164 -3.770
P -0.119 1.009 -2.483
C 1.424 0.294 -2.803
C 1.573 -1.005 -2.391
C 2.554 -1.787 -3.049
C 3.407 -1.254 -4.021
C 3.196 0.073 -4.501
C 2.253 0.829 -3.829
C -1.574 -0.085 -2.420
C -1.372 -1.213 -3.198
C -2.296 -2.203 -3.238
C -3.513 -2.056 -2.585
C -3.764 -0.905 -1.869
C -2.832 0.162 -1.894
H -2.092 4.418 1.415
H -1.501 4.036 -1.139
H -0.929 5.503 -3.459
H -1.390 5.247 -5.882
H -1.193 2.959 -6.943
H -0.208 1.076 -5.685
H 1.048 -1.459 -1.549
H 2.642 -2.837 -2.860
H 4.150 -1.918 -4.530
H 3.811 0.452 -5.337
H 2.134 1.910 -4.073
H -0.525 -1.210 -3.883
H -2.063 -3.115 -3.792
H -4.237 -2.884 -2.602
H -4.682 -0.793 -1.234
H -3.016 1.176 -1.395
C 2.990 2.240 -0.236
C 2.687 0.994 0.548
C 3.709 0.084 1.109
C 3.072 -0.706 2.022
C 1.726 -0.262 2.058
C 0.842 -0.675 3.154
N 1.478 0.674 1.106
H 4.059 2.238 -0.483
H 2.740 3.152 0.321
H 2.353 2.292 -1.106
H 4.683 0.179 0.771
H 3.507 -1.559 2.575
H 1.298 -0.634 4.149
H 0.638 -1.724 3.002
H -0.024 -0.092 3.094
C -1.493 -7.939 0.128
N -0.365 -7.116 0.569
C 0.601 -7.535 1.631
C 1.350 -6.263 1.937
N 0.659 -5.235 1.208
C -0.358 -5.771 0.419
S -1.468 -4.947 -0.554
H -2.104 -8.197 1.009
H -1.061 -8.936 -0.194
H -2.097 -7.409 -0.637
H 1.214 -8.368 1.201
H 0.083 -8.021 2.469
H 2.418 -6.372 1.679
H 1.331 -6.081 3.017
H 0.945 -4.268 1.168
Br -6.458 -0.871 3.154
C -5.095 0.070 2.278
C -4.061 -0.634 1.694
C -2.846 0.027 1.307
C -2.607 1.346 1.597
C -3.601 1.950 2.389
C -4.833 1.407 2.636
H -4.205 -1.680 1.297
H -2.008 -0.565 0.913
H -3.480 2.928 2.860
H -5.559 2.072 3.096
*
```

=====

(2)
C41H42Cl5N4OS3Si2W as an isolated structure in a non-equilibrium geometry. Source: OMol25; level of theory: wB97M-V/def2-TZVPD.

Calculated values
Kohn-Sham gap: 0.2140 hartree
LUMO: -9.88 eV

ORCA input file:
```
! wB97M-V def2-TZVPD RIJCOSX def2/J DEFGRID3
* xyz 3 1
W 0.602 -0.109 0.103
S -1.928 -0.152 -0.200
C -2.503 -1.736 -0.018
N -3.753 -2.000 0.221
C -4.172 -3.385 0.505
C -3.430 -4.327 -0.389
N -1.976 -4.095 -0.250
C -1.092 -5.282 -0.473
C -0.932 -5.553 -1.948
C -1.927 -6.235 -2.646
C -1.778 -6.495 -3.999
C -0.629 -6.081 -4.663
C 0.369 -5.408 -3.971
C 0.218 -5.143 -2.617
C -1.528 -2.886 -0.135
S 0.131 -2.525 -0.207
C -4.856 -0.992 0.207
C -5.820 -1.308 -0.905
C -7.110 -1.729 -0.608
C -7.996 -2.032 -1.636
C -7.587 -1.926 -2.956
C -6.294 -1.508 -3.257
C -5.413 -1.200 -2.233
H -5.241 -3.459 0.316
H -3.986 -3.595 1.560
H -3.710 -4.188 -1.435
H -3.641 -5.356 -0.110
H -1.568 -6.116 0.038
H -0.135 -5.090 0.004
H -2.812 -6.596 -2.132
H -2.547 -7.038 -4.532
H -0.505 -6.301 -5.714
H 1.274 -5.109 -4.483
H 1.011 -4.641 -2.074
H -4.416 -0.005 0.102
H -5.354 -1.051 1.175
H -7.438 -1.800 0.423
H -9.005 -2.344 -1.403
H -8.277 -2.163 -3.755
H -5.982 -1.411 -4.288
H -4.410 -0.859 -2.470
Cl 1.682 1.794 6.965
C 1.791 1.492 5.297
C 0.775 0.796 4.653
Cl -0.603 0.218 5.476
C 0.913 0.577 3.294
Cl -0.290 -0.318 2.393
C 1.972 1.016 2.532
O 1.979 0.774 1.191
C 2.996 1.692 3.187
Cl 4.349 2.225 2.286
C 2.903 1.933 4.559
Cl 4.149 2.778 5.343
C 1.307 3.563 0.385
Si 0.009 2.451 -0.315
C -1.587 2.860 0.548
C -0.055 2.609 -2.152
C -0.212 3.906 -2.661
C -0.207 4.144 -4.026
C -0.029 3.089 -4.910
C 0.126 1.800 -4.424
C 0.107 1.537 -3.046
Si 0.150 -0.269 -2.606
C -1.466 -1.025 -3.160
C 1.423 -1.190 -3.611
H 1.032 4.578 0.080
H 2.306 3.352 0.007
H 1.331 3.542 1.477
H -1.656 3.953 0.557
H -1.620 2.525 1.588
H -2.463 2.478 0.029
H -0.346 4.747 -1.988
H -0.337 5.151 -4.400
H -0.014 3.271 -5.976
H 0.260 0.991 -5.136
H -1.399 -1.128 -4.247
H -2.314 -0.381 -2.938
H -1.652 -2.025 -2.755
H 0.982 -1.352 -4.597
H 1.667 -2.172 -3.200
H 2.351 -0.634 -3.739
N 4.314 -1.125 1.103
C 4.057 -0.451 -0.002
S 2.626 -0.817 -0.993
N 4.909 0.388 -0.539
C 6.302 0.566 -0.181
C 6.810 1.855 -0.162
C 8.155 2.045 0.117
C 8.976 0.953 0.366
C 8.457 -0.334 0.323
C 7.113 -0.537 0.043
H 3.699 -1.864 1.402
H 5.194 -1.001 1.588
H 4.570 0.927 -1.324
H 6.169 2.704 -0.370
H 8.562 3.046 0.132
H 10.026 1.104 0.576
H 9.102 -1.186 0.485
H 6.724 -1.545 -0.042
*
```

=====

(3)
C41H42N4S3Se2Zr as an isolated structure in a non-equilibrium geometry. Source: OMol25; level of theory: wB97M-V/def2-TZVPD.

Calculated values
Kohn-Sham gap: 0.2104 hartree
LUMO: -5.09 eV

ORCA input file:
```
! wB97M-V def2-TZVPD RIJCOSX def2/J DEFGRID3
* xyz 2 1
Zr -2.118 0.607 0.896
C -5.539 0.053 3.717
Se -3.654 0.489 3.393
C -2.874 -1.222 3.981
C -3.273 -2.388 3.094
Se -2.840 -2.114 1.182
C -4.588 -1.506 0.520
H -5.695 -0.107 4.780
H -5.859 -0.811 3.141
H -6.100 0.930 3.401
H -3.161 -1.415 5.015
H -1.804 -1.035 3.942
H -4.344 -2.578 3.148
H -2.751 -3.296 3.393
H -5.352 -2.166 0.920
H -4.561 -1.607 -0.562
H -4.786 -0.469 0.785
N -2.143 -0.120 -1.070
S -1.147 0.102 -2.133
N 0.381 0.537 -1.619
S 1.164 -0.238 -0.515
N 0.420 -0.321 0.879
S 0.434 0.743 2.160
N -0.951 0.927 2.621
C 1.472 0.055 3.428
C 1.621 0.802 4.589
C 2.319 0.248 5.648
C 2.842 -1.036 5.544
C 2.655 -1.781 4.387
C 1.964 -1.236 3.316
C 1.165 2.262 1.568
C 2.411 2.713 1.973
C 2.859 3.933 1.492
C 2.073 4.663 0.609
C 0.818 4.204 0.226
C 0.344 3.007 0.731
C 2.760 0.500 -0.477
C 3.091 1.480 -1.402
C 4.388 1.964 -1.414
C 5.329 1.464 -0.523
C 4.988 0.450 0.367
C 3.700 -0.049 0.390
C 1.539 -1.919 -0.918
C 2.599 -2.125 -1.795
C 2.948 -3.421 -2.123
C 2.233 -4.487 -1.589
C 1.170 -4.262 -0.725
C 0.820 -2.969 -0.370
C -0.959 -1.349 -3.166
C 0.052 -1.503 -4.104
C 0.061 -2.641 -4.894
C -0.922 -3.610 -4.740
C -1.918 -3.452 -3.786
C -1.939 -2.316 -2.995
C -1.450 1.496 -3.206
C -1.100 1.476 -4.548
C -1.327 2.607 -5.316
C -1.907 3.730 -4.743
C -2.276 3.722 -3.403
C -2.048 2.603 -2.620
H 1.188 1.793 4.663
H 2.444 0.817 6.559
H 3.396 -1.459 6.371
H 3.034 -2.792 4.317
H 1.791 -1.802 2.408
H 3.020 2.125 2.648
H 3.819 4.313 1.815
H 2.433 5.611 0.230
H 0.194 4.799 -0.427
H -0.683 2.674 0.529
H 2.328 1.836 -2.082
H 4.663 2.727 -2.130
H 6.337 1.858 -0.526
H 5.733 0.030 1.030
H 3.428 -0.858 1.059
H 3.151 -1.283 -2.195
H 3.777 -3.603 -2.793
H 2.507 -5.501 -1.847
H 0.620 -5.099 -0.315
H 0.004 -2.771 0.315
H 0.824 -0.753 -4.213
H 0.838 -2.771 -5.636
H -0.916 -4.494 -5.364
H -2.688 -4.201 -3.665
H -2.705 -2.156 -2.247
H -0.674 0.594 -5.002
H -1.051 2.605 -6.362
H -2.085 4.609 -5.348
H -2.748 4.592 -2.968
H -2.339 2.576 -1.572
C -3.341 2.283 0.722
H -3.325 3.071 1.482
H -4.201 2.412 0.059
*
```

=====

In kJ/mol, the relative energy (zero: lowest compared OMol25 entry of this formula, charge and spin) values for the records above are, in order, 265.2 53.4 68.5.